No. 1
DFT (the ωB97M-V functional and the def2-TZVPD basis) results for C3HLiO4Tl as an isolated structure at a distorted geometry.

Properties
relative energy (zero: lowest compared OMol25 entry of this formula, charge and spin)	40.7	kcal per mole
HOMO energy	-10.45	eV
2S+1	1
Kohn-Sham gap	6.147	eV
maximum force	5.8	eV Å⁻¹
LUMO	-0.15821	Ha
E_tot	-16206.1063	eV
net charge	+1

Last column: Löwdin charge in e.
Positions of all 10 atoms, in Å:
O: 1.307 -0.654 0.964  -0.1449
C: 1.454 0.508 0.667  -0.4967
O: 2.442 0.991 -0.006  0.1381
Tl: 1.756 -2.966 0.092  1.1085
O: 0.341 1.416 0.242  -0.0366
H: 1.939 1.772 -0.595  0.2603
C: -0.791 0.915 -0.297  -0.1150
C: -1.829 0.249 -0.361  -0.3135
O: -2.473 -0.820 -0.420  -0.2506
Li: -4.147 -1.412 -0.285  0.8505

Cartesian forces (eV/Å) of the 6 atoms listed first:
O 0.100 0.407 1.512
C -3.694 -0.067 -4.452
O 0.144 3.059 -1.304
Tl -0.049 0.179 0.044
O 0.978 -0.170 1.182
H 1.945 -2.369 2.263

=====

No. 2
DFT (the ωB97M-V functional and the def2-TZVPD basis) results for C19H23N5O6 as an isolated structure at a distorted geometry.

Properties
relative energy (zero: lowest compared OMol25 entry of this formula, charge and spin)	419.9	kcal per mole
HOMO energy	-8.92	eV
2S+1	1
Kohn-Sham gap	8.724	eV
maximum force	17.3	eV Å⁻¹
LUMO	-0.00716	Ha
E_tot	-39794.9211	eV
net charge	0

Last column: Löwdin charge in e.
Positions of all 53 atoms, in Å:
C: -3.360 4.744 -2.270  -0.0191
C: -2.153 5.063 -3.036  -0.4599
H: -1.623 5.898 -2.588  0.1201
H: -2.401 5.378 -4.138  0.1716
O: -1.388 4.097 -3.229  0.0056
C: -0.463 4.072 -2.055  -0.1006
O: -0.510 4.827 -0.961  0.0262
C: 0.541 2.842 -2.408  -0.1381
N: 1.160 2.596 -3.575  0.1153
N: 1.953 1.618 -3.268  -0.0196
N: 2.187 1.301 -2.092  -0.1001
C: 1.149 2.049 -1.492  -0.0384
C: 0.625 1.804 0.079  -0.3870
O: 1.755 1.365 0.887  -0.1441
O: -0.443 2.173 0.323  0.0807
C: -0.732 2.316 1.891  -0.0360
C: -1.986 3.237 2.125  -0.0132
H: -2.760 3.002 1.528  0.0409
H: -2.023 3.143 3.038  -0.0271
H: -1.433 4.251 1.726  0.1534
H: -1.118 1.182 1.967  0.1647
H: 0.284 2.579 2.457  0.1710
C: 2.920 0.217 -1.504  -0.0305
H: 3.648 0.721 -0.713  0.1627
H: 3.364 -0.396 -2.620  0.2256
C: 1.918 -0.894 -0.768  -0.2149
O: 0.523 -0.780 -0.857  -0.0773
N: 2.741 -1.776 -0.105  0.1794
C: 2.135 -2.611 0.883  -0.4626
O: 2.940 -3.380 1.493  0.0248
N: 0.876 -2.893 0.781  0.1524
C: -0.057 -3.742 1.501  -0.0928
C: 0.596 -4.708 2.476  0.0919
C: -0.424 -5.472 3.181  -0.0788
C: -1.729 -5.340 3.064  -0.1471
C: -2.021 -4.487 2.205  -0.3131
C: -1.428 -3.698 1.367  -0.0209
H: -1.672 -2.736 1.051  0.1231
C: -3.663 -4.239 2.110  -0.1944
C: -4.041 -3.128 3.147  -0.1582
H: -3.966 -3.573 4.356  0.1214
H: -3.571 -2.067 3.112  0.0722
H: -5.303 -3.015 3.086  0.1096
H: -4.100 -3.815 1.161  0.1060
H: -4.170 -5.163 2.157  0.0719
H: -2.391 -6.166 3.705  0.2001
H: 0.032 -6.288 3.934  0.1497
H: 1.492 -4.848 2.685  -0.0039
H: 0.323 -2.270 0.167  0.1117
H: 3.694 -1.489 -0.045  0.1432
H: -3.114 4.474 -1.371  0.0159
H: -3.784 3.810 -2.874  0.1497
H: -4.113 5.326 -2.398  0.0166

Cartesian forces (eV/Å) of the 6 atoms listed first:
C 1.020 -5.286 -5.883
C -5.265 8.531 -3.139
H -0.135 0.580 0.012
H -0.267 0.142 1.861
O 8.672 -6.275 3.943
C 0.200 -0.227 2.121

=====

No. 3
DFT (the ωB97M-V functional and the def2-TZVPD basis) results for C14H27BF4O7P2PtSb2 as an isolated structure.

Properties
relative energy (zero: lowest compared OMol25 entry of this formula, charge and spin)	8.6	kcal per mole
HOMO energy	-8.93	eV
2S+1	1
Kohn-Sham gap	8.506	eV
maximum force	0.5	eV Å⁻¹
LUMO	-0.01560	Ha
E_tot	-75747.3082	eV
net charge	0

Last column: Löwdin charge in e.
Positions of all 58 atoms, in Å:
Pt: -0.079 1.055 -1.023  0.5695
C: -0.216 4.553 2.193  -0.0581
C: -0.137 3.388 1.209  -0.5929
O: 0.140 2.172 1.880  -0.0774
P: 1.115 3.741 -0.099  0.4921
O: 0.555 4.978 -0.911  -0.0781
O: 2.349 4.370 0.601  -0.0551
O: 1.403 2.556 -0.985  -0.4182
P: -1.734 3.041 0.341  0.3339
O: -2.411 4.493 0.322  -0.1119
O: -2.568 2.010 1.004  -0.3504
O: -1.359 2.726 -1.134  -0.5009
H: 0.726 4.625 2.735  0.0893
H: -1.018 4.358 2.905  0.0939
H: -0.413 5.497 1.688  0.0842
H: 1.097 1.999 1.931  0.0774
H: -0.157 4.688 -1.502  0.0855
H: 3.111 3.815 0.910  0.0863
H: -3.309 4.490 -0.030  0.0934
C: -3.994 0.418 -0.968  -0.2622
Sb: -2.084 -0.362 -0.517  1.3491
C: -2.100 -1.085 1.461  -0.2416
C: -2.204 -2.198 -1.651  -0.2886
C: -1.542 -3.324 -0.920  -0.3040
C: -2.311 -4.148 -0.101  -0.0635
C: -1.741 -5.160 0.653  -0.0804
C: -0.373 -5.371 0.587  -0.0782
C: 0.400 -4.570 -0.237  -0.0568
C: -0.158 -3.540 -0.994  -0.2824
C: 0.739 -2.711 -1.863  -0.3006
Sb: 1.544 -0.908 -0.991  1.3510
C: 3.243 -0.862 -2.246  -0.2514
C: 2.194 -1.684 0.861  -0.2378
H: -4.699 -0.411 -1.003  0.0130
H: -3.949 0.907 -1.939  0.0197
H: -4.269 1.134 -0.199  0.0013
H: -3.032 -1.608 1.667  0.0250
H: -1.983 -0.223 2.113  0.0102
H: -1.269 -1.779 1.577  0.0069
H: -1.752 -1.999 -2.622  0.0539
H: -3.263 -2.401 -1.814  0.0632
H: -3.383 -3.986 -0.056  0.1149
H: -2.363 -5.784 1.281  0.1041
H: 0.090 -6.160 1.163  0.1043
H: 1.467 -4.754 -0.309  0.1107
H: 0.273 -2.433 -2.809  0.0602
H: 1.639 -3.279 -2.106  0.0639
H: 3.748 -1.822 -2.145  0.0221
H: 3.900 -0.047 -1.963  0.0027
H: 2.898 -0.736 -3.272  0.0199
H: 2.543 -2.702 0.699  0.0156
H: 1.359 -1.686 1.558  0.0157
H: 2.995 -1.059 1.249  0.0038
F: 4.503 2.840 1.152  0.1038
B: 4.104 1.536 0.757  -1.2599
F: 2.832 1.296 1.382  0.0519
F: 4.988 0.560 1.152  0.1556
F: 3.916 1.544 -0.623  0.1018

Cartesian forces (eV/Å) of the 6 atoms listed first:
Pt -0.065 -0.186 0.066
C -0.022 -0.017 0.011
C -0.004 0.101 -0.074
O 0.360 -0.256 0.122
P 0.030 -0.124 -0.207
O 0.068 0.029 0.107

=====

No. 4
DFT (the ωB97M-V functional and the def2-TZVPD basis) results for C36H27N6OPS3W as an isolated structure.

Properties
relative energy (zero: lowest compared OMol25 entry of this formula, charge and spin)	2.2	kcal per mole
HOMO energy (alpha / beta)	-7.47 / -7.51	eV
2S+1	1
Kohn-Sham gap (alpha / beta)	6.101 / 6.080	eV
maximum force	0.9	eV Å⁻¹
LUMO (alpha / beta)	-0.05040 / -0.05268	Ha
E_tot	-92381.5915	eV
net charge	0

Last column: Löwdin charge in e.
Positions of all 75 atoms, in Å:
W: 0.614 0.760 0.251  1.2312
N: 3.407 1.290 3.731  0.0698
C: 2.733 1.185 2.556  -0.8523
S: 1.015 0.974 2.687  0.5909
N: 3.463 1.258 1.481  0.0098
N: 2.728 1.097 0.293  -0.2345
C: 3.487 1.100 -0.739  -0.0815
C: 3.071 0.976 -2.140  -0.1404
C: 4.063 1.012 -3.119  -0.0331
C: 3.747 0.913 -4.461  -0.0776
C: 2.412 0.778 -4.838  -0.0661
C: 1.411 0.746 -3.883  0.0061
C: 1.753 0.843 -2.545  -0.2894
O: 0.766 0.818 -1.614  -0.2659
H: 2.904 1.363 4.595  0.0784
H: 4.388 1.500 3.707  0.0992
H: 4.550 1.208 -0.542  0.1306
H: 5.097 1.118 -2.812  0.1151
H: 4.526 0.938 -5.210  0.1036
H: 2.152 0.694 -5.885  0.1074
H: 0.369 0.636 -4.151  0.1251
N: -7.739 6.964 -0.008  0.1561
C: -6.818 6.279 0.034  -0.1738
C: -5.659 5.403 0.089  -0.2246
C: -4.753 5.379 -0.965  -0.0123
C: -3.641 4.556 -0.896  -0.0096
C: -3.437 3.746 0.215  -0.1809
C: -4.353 3.769 1.263  -0.0117
C: -5.461 4.600 1.205  -0.0123
C: -2.225 2.872 0.300  -0.0388
C: -2.438 1.508 0.420  -0.2285
C: -3.687 0.836 0.395  0.0025
C: -3.453 -0.502 0.597  -0.0395
C: -2.062 -0.634 0.728  -0.1779
N: -1.432 0.538 0.602  -0.1260
C: -0.988 3.507 0.290  -0.2442
C: -0.754 4.897 0.384  -0.0100
C: 0.613 5.080 0.429  -0.0519
C: 1.174 3.794 0.367  -0.1383
N: 0.241 2.847 0.277  -0.1242
H: -4.921 6.004 -1.831  0.1226
H: -2.932 4.528 -1.714  0.1305
H: -4.187 3.147 2.133  0.1300
H: -6.169 4.628 2.021  0.1230
H: -4.642 1.308 0.230  0.1169
H: -4.167 -1.309 0.624  0.1082
H: -1.504 -1.537 0.893  0.0181
H: -1.515 5.660 0.445  0.1145
H: 1.154 6.009 0.508  0.0980
H: 2.219 3.527 0.382  0.1029
S: -1.324 -3.082 -1.224  0.2604
P: 0.292 -3.234 -0.135  0.1302
S: 1.407 -1.552 0.329  0.3255
C: -0.040 -4.024 1.466  -0.3895
C: -0.027 -3.316 2.663  -0.1107
C: -0.348 -3.956 3.857  -0.0787
C: -0.673 -5.304 3.860  -0.0868
C: -0.685 -6.017 2.665  -0.0789
C: -0.374 -5.379 1.475  -0.0871
C: 1.535 -4.320 -0.894  -0.4041
C: 2.740 -4.579 -0.237  -0.1030
C: 3.680 -5.418 -0.812  -0.0810
C: 3.424 -6.003 -2.050  -0.0883
C: 2.230 -5.750 -2.704  -0.0810
C: 1.283 -4.908 -2.126  -0.1062
H: 0.250 -2.268 2.666  0.0544
H: -0.335 -3.399 4.785  0.1031
H: -0.914 -5.802 4.790  0.1013
H: -0.939 -7.070 2.663  0.1032
H: -0.395 -5.935 0.545  0.1102
H: 2.942 -4.121 0.724  0.0985
H: 4.612 -5.617 -0.300  0.1021
H: 4.161 -6.657 -2.500  0.1007
H: 2.030 -6.207 -3.665  0.1020
H: 0.344 -4.700 -2.624  0.0588

Cartesian forces (eV/Å) of the 6 atoms listed first:
W -0.460 -0.737 -0.154
N -0.154 -0.037 -0.012
C 0.703 0.090 0.165
S -0.162 0.006 -0.237
N -0.716 -0.087 -0.226
N 0.445 0.116 0.544